1.
11
Properties=species:S:1:pos:R:3:forces:R:3:mulliken_charge:R:1 method="wB97M-V/def2-TZVPD" orbital_gap_ev=8.172 total_charge=-1 multiplicity=1 smiles="O=C([O-])/C=N/[PH]#[PH2]"
C 1.386 -0.388 0.085 -6.878 0.922 -1.389 0.045
C 2.721 0.267 -0.017 0.287 -0.182 0.967 0.303
N 0.081 0.171 -0.143 8.521 -1.246 0.635 -0.168
O 2.893 1.305 -0.603 -0.259 2.258 -1.854 -0.668
O 3.541 -0.349 0.681 0.636 -1.325 0.872 -0.692
P -2.597 0.724 -0.727 -1.526 0.087 -0.691 -0.158
P -1.268 -0.444 0.499 -0.817 0.994 2.635 -0.024
H 1.427 -1.455 0.358 -0.042 0.366 0.108 0.308
H -3.697 -0.011 -0.185 -0.154 0.035 -0.367 0.017
H -3.023 1.878 0.043 0.737 -0.630 0.168 0.039
H -1.464 -1.698 0.008 -0.506 -1.277 -1.084 -0.001

---

2.
12
Properties=species:S:1:pos:R:3:forces:R:3:mulliken_charge:R:1 method="wB97M-V/def2-TZVPD" orbital_gap_ev=9.697 multiplicity=1 relative_energy_ev=0.558 smiles=Nc1cncnc1
N -1.980 0.002 -0.407 -0.161 0.079 0.039 -0.548
C -0.612 -0.014 -0.149 0.356 -0.015 0.111 0.679
C 0.169 1.142 -0.196 -0.053 -0.036 0.012 -0.159
N 1.481 1.134 0.018 -0.113 -0.247 -0.019 -0.563
C 2.029 -0.049 0.287 0.090 -0.009 -0.013 -0.099
N 1.393 -1.218 0.353 -0.125 0.236 -0.072 -0.558
C 0.084 -1.194 0.126 -0.086 0.052 0.001 -0.214
H -2.380 0.931 -0.433 0.014 -0.178 0.043 0.221
H -2.530 -0.624 0.167 0.087 0.078 -0.134 0.239
H -0.292 2.107 -0.412 0.087 -0.141 0.031 0.294
H 3.102 -0.066 0.464 -0.169 0.020 -0.009 0.358
H -0.442 -2.150 0.162 0.073 0.161 0.011 0.347

---

3.
80
Properties=species:S:1:pos:R:3:forces:R:3:mulliken_charge:R:1 method="wB97M-V/def2-TZVPD" orbital_gap_ev=10.815 multiplicity=1 relative_energy_ev=0.527 smiles=ClCCCl.ClCCCl.ClCCCl.ClCCCl.ClCCCl.ClCCCl.ClCCCl.ClCCCl.ClCCCl.ClCCCl
Cl 5.769 -0.922 3.794 -0.264 0.167 0.131 -0.195
C 4.187 -0.099 4.032 0.250 0.228 -0.664 0.226
C 3.942 0.293 5.463 -0.520 -1.097 0.364 -0.327
Cl 4.981 1.584 6.029 0.319 0.493 0.065 -0.196
H 3.437 -0.772 3.623 0.059 -0.117 0.413 -0.424
H 4.179 0.769 3.375 0.138 0.073 0.102 0.313
H 4.107 -0.562 6.121 0.151 0.008 -0.096 0.371
H 2.902 0.576 5.636 0.023 0.257 -0.328 0.178
Cl 2.250 2.531 -3.166 -0.269 -0.038 0.090 -0.132
C 2.799 1.130 -4.137 0.049 0.415 -0.739 0.256
C 3.815 1.568 -5.189 -0.271 -0.760 -0.572 -0.595
Cl 5.173 2.424 -4.475 0.525 0.049 0.047 -0.191
H 1.933 0.725 -4.655 -0.033 0.018 0.089 -0.373
H 3.179 0.381 -3.451 0.231 0.071 -0.002 0.300
H 3.448 2.164 -6.026 -0.544 0.411 0.612 0.311
H 4.153 0.685 -5.741 0.325 -0.154 0.570 0.397
Cl -1.175 -4.555 0.588 0.074 -0.008 -0.216 -0.149
C -2.574 -3.475 0.404 -0.803 0.253 0.003 0.547
C -3.807 -4.020 1.092 0.327 0.096 1.130 -0.344
Cl -4.280 -5.640 0.518 -0.147 0.263 -0.187 -0.214
H -2.842 -3.272 -0.634 0.575 -0.300 -0.163 0.337
H -2.280 -2.529 0.852 -0.150 -0.011 0.091 -0.824
H -4.631 -3.311 1.026 -0.066 -0.144 -0.496 0.273
H -3.631 -4.123 2.165 0.180 -0.121 -0.094 0.280
Cl 1.668 7.453 -0.387 -0.131 0.245 0.046 -0.194
C 2.618 6.001 -0.722 0.101 -0.120 -0.663 -0.458
C 2.199 4.826 0.118 0.776 0.212 0.321 -0.487
Cl 0.506 4.380 -0.076 -0.449 -0.012 -0.187 -0.143
H 3.662 6.253 -0.544 -0.010 -0.130 0.205 0.370
H 2.535 5.761 -1.783 -0.186 0.115 0.055 0.242
H 2.363 5.066 1.167 -0.064 -0.205 0.005 0.414
H 2.813 3.976 -0.182 -0.070 -0.062 0.142 0.287
Cl -5.719 -1.530 -1.031 -0.072 -0.295 -0.008 -0.181
C -5.895 0.240 -0.988 0.361 0.153 -0.744 0.098
C -5.242 0.854 -2.219 0.133 -0.510 0.040 -0.837
Cl -3.456 0.832 -2.098 0.014 0.081 -0.048 0.007
H -5.401 0.543 -0.072 -0.310 0.364 0.077 -0.256
H -6.954 0.477 -1.066 -0.034 -0.059 0.481 0.396
H -5.571 1.872 -2.407 0.091 0.066 0.204 0.326
H -5.474 0.234 -3.082 -0.112 0.139 -0.069 0.424
Cl 3.264 -3.625 -2.040 0.066 -0.023 0.260 -0.219
C 2.163 -3.942 -0.650 -0.317 0.964 -0.531 0.182
C 2.830 -4.621 0.504 -0.141 -0.838 -0.094 -0.425
Cl 3.949 -3.533 1.358 -0.016 -0.007 0.064 -0.141
H 1.317 -4.455 -1.100 0.097 -0.474 0.359 0.293
H 1.779 -2.971 -0.332 0.125 -0.006 -0.047 -0.265
H 3.373 -5.513 0.194 0.212 0.194 -0.071 0.395
H 2.079 -4.979 1.208 -0.060 0.309 0.084 0.217
Cl -0.321 -1.179 -0.742 -0.085 0.288 -0.148 0.024
C 0.155 0.564 -0.755 0.294 -0.475 -0.084 0.227
C 0.669 0.912 0.622 -0.561 0.706 0.098 0.441
Cl 2.037 -0.086 1.132 0.350 -0.259 -0.242 -0.142
H -0.731 1.113 -1.067 -0.062 0.199 0.448 0.278
H 0.910 0.731 -1.522 0.095 -0.305 0.053 -0.343
H -0.124 0.808 1.362 0.101 -0.181 -0.083 -0.420
H 1.030 1.937 0.686 -0.140 -0.018 -0.281 -0.116
Cl 0.507 -1.727 -4.019 -0.331 -0.305 -0.246 -0.088
C -0.800 -0.521 -4.123 0.503 0.900 0.352 -0.214
C -1.171 -0.105 -5.522 -0.875 -0.687 -0.909 -0.528
Cl 0.163 0.294 -6.639 0.069 0.266 0.299 -0.202
H -0.399 0.314 -3.548 -0.083 0.230 -0.220 -0.013
H -1.697 -0.818 -3.585 0.074 -0.486 -0.113 0.398
H -1.907 0.700 -5.539 0.426 0.372 0.390 0.331
H -1.711 -0.888 -6.058 0.249 -0.334 0.298 0.362
Cl -3.281 -0.104 1.634 0.001 -0.095 -0.042 0.048
C -3.647 1.195 2.807 0.386 0.242 -0.339 -0.818
C -3.094 2.514 2.283 -0.742 -0.467 -0.199 -0.172
Cl -4.017 2.965 0.814 -0.029 0.265 -0.109 -0.183
H -3.183 0.908 3.747 0.006 0.023 0.079 0.358
H -4.728 1.247 2.888 -0.006 -0.015 0.171 0.432
H -2.063 2.428 1.957 0.138 0.110 0.331 0.046
H -3.281 3.312 2.996 0.330 -0.002 0.091 0.396
Cl -1.840 -2.173 4.134 -0.457 -0.081 0.543 -0.191
C -0.308 -1.987 3.251 -0.286 -0.031 0.352 0.032
C 0.650 -1.038 3.993 -1.051 -0.726 -1.561 0.436
Cl 0.036 0.639 3.921 0.022 0.017 0.517 -0.174
H -0.664 -1.687 2.267 0.731 0.321 -0.113 -0.399
H 0.093 -2.998 3.206 0.304 0.150 -0.115 0.370
H 1.555 -1.030 3.390 0.115 -0.086 0.584 -0.605
H 0.725 -1.392 5.013 0.346 0.310 0.167 0.562

---

4.
15
Properties=species:S:1:pos:R:3:forces:R:3:mulliken_charge:R:1 method="wB97M-V/def2-TZVPD" orbital_gap_ev="11.299 / 6.812" multiplicity=2 relative_energy_ev=0.580
C 0.016 0.529 1.702 0.061 -0.610 0.325 -0.789
N 0.600 -0.791 1.395 0.029 1.634 -1.303 -0.301
C 0.196 -1.325 0.134 -0.328 -2.120 2.213 -0.499
C 0.710 -0.441 -1.068 0.031 0.605 -2.280 0.740
O -0.013 -0.669 -2.071 0.018 -0.488 0.845 -0.517
O 1.655 0.283 -0.914 0.625 0.160 0.732 -0.563
H 0.239 1.223 0.903 -0.248 0.208 -0.443 0.336
H 0.521 0.954 2.566 -0.351 -0.234 0.308 0.314
H -1.052 0.375 1.842 0.015 0.414 0.177 0.294
H 1.586 -0.598 1.248 0.360 -0.338 0.520 0.321
H -0.850 -1.608 0.065 -0.171 0.591 -0.018 0.352
H 0.733 -2.277 0.131 0.165 -0.016 -1.017 0.290
H -0.911 1.008 -2.356 -0.280 0.171 -0.046 0.365
H -1.889 1.602 -1.346 -0.047 0.017 -0.030 0.289
O -1.540 1.736 -2.232 0.122 0.004 0.018 -0.631